No. 1
ORCA calculation (wB97M-V/def2-TZVPD) on a structure of composition C35H41FeN2O2PS2Te.

```
85
Properties=species:S:1:pos:R:3
Te -1.982 3.201 -0.804
Fe 0.295 0.283 0.721
S 0.164 -0.349 2.948
S 2.294 -0.894 0.559
P -1.323 -2.508 -0.290
O 1.738 1.802 1.403
O -0.362 -1.350 -0.324
N 0.026 2.133 0.008
N -2.387 0.436 1.096
C 2.383 -0.180 4.547
C -1.791 -3.071 1.338
C -5.143 2.509 0.047
C 4.199 -0.625 2.518
C -1.337 2.443 -2.670
C -0.431 1.394 -5.117
C 1.915 -0.379 3.250
C -0.080 2.814 -3.172
C 0.865 3.761 -2.496
C 3.273 5.630 0.774
C -1.670 1.055 -4.609
C -5.100 3.482 -1.105
C -5.187 5.254 -3.219
C -3.893 3.880 -1.699
C -3.550 1.172 -3.025
C 4.650 -0.444 3.815
C 2.378 6.685 0.908
C 1.445 4.052 0.798
C -7.705 5.339 -3.170
C 0.344 2.280 -4.384
C -2.838 -2.246 -1.210
C 0.558 5.112 0.942
C -2.716 5.308 -3.451
C -6.316 3.956 -1.587
C -2.121 0.729 -0.051
C -0.529 -3.905 -1.081
C 1.020 6.420 1.004
C -6.382 4.842 -2.653
C 3.737 -0.218 4.837
C 1.014 2.607 0.726
C 0.065 0.836 -6.423
C -3.952 4.794 -2.760
C 2.839 -0.603 2.211
C 2.809 4.325 0.736
C -2.149 1.568 -3.401
H -2.244 4.529 -4.051
H 1.320 2.573 -4.761
H 4.337 5.823 0.710
H -3.464 -3.139 -1.191
H -4.386 2.717 0.806
H -2.305 0.372 -5.166
H 1.570 3.210 -1.874
H -6.117 2.532 0.539
H -1.963 5.648 -2.736
H -1.183 -4.779 -1.080
H -7.235 3.628 -1.107
H 4.076 -0.058 5.853
H 1.662 0.013 5.332
H -8.262 4.545 -3.672
H -3.379 -1.409 -0.779
H 0.191 1.625 -7.169
H -3.795 0.222 -3.507
H -2.594 -1.994 -2.243
H -7.565 6.147 -3.889
H -2.733 1.009 1.855
H 0.312 7.231 1.125
H -0.502 4.917 1.011
H 3.495 3.489 0.667
H -2.963 6.144 -4.107
H 5.714 -0.467 4.023
H -4.276 1.918 -3.352
H -0.921 -3.471 1.857
H 0.392 -4.131 -0.542
H 4.907 -0.783 1.714
H -4.964 1.483 -0.287
H -0.632 0.103 -6.831
H -2.565 -3.835 1.246
H -5.209 5.961 -4.043
H -8.337 5.717 -2.364
H 1.428 4.315 -3.250
H 1.034 0.348 -6.304
H -3.675 1.046 -1.952
H -0.269 -3.643 -2.106
H -2.166 -2.233 1.921
H 0.374 4.481 -1.844
H 2.740 7.705 0.952
```

Relative energy (zero: lowest compared OMol25 entry of this formula, charge and spin): 2.030 eV
E: -4287.80709 Ha
2S+1: 6
HOMO level (spin up / spin down): -3.931 / -4.071 eV
Kohn-Sham gap (spin up / spin down): 6.2 / 6.4 eV
LUMO energy (spin up / spin down): 2.291 / 2.284 eV
Total charge: -1

***

No. 2
ORCA calculation (wB97M-V/def2-TZVPD) on a cluster of 2 separate species, C3H9BS in total.

```
14
Properties=species:S:1:pos:R:3
S 0.415 -1.411 2.175
C 0.425 -2.192 -0.798
C 0.131 0.417 2.221
C -0.442 1.634 -1.605
B 0.420 -1.851 0.531
H -1.271 2.348 -1.441
H -0.466 0.881 -0.780
H 0.522 2.013 -1.757
H 0.490 0.679 3.148
H -0.369 -2.203 -1.513
H -1.012 0.494 2.228
H 0.499 1.001 1.284
H -0.572 0.882 -2.407
H 1.230 -2.692 -1.286
```

Relative energy (zero: lowest compared OMol25 entry of this formula, charge and spin): 2.160 eV
E: -542.66689 Ha
2S+1: 1
HOMO level: -8.477 eV
Kohn-Sham gap: 8.9 eV
SMILES: C=BSC.C
LUMO energy: 0.425 eV
Total charge: 0

***

No. 3
ORCA calculation (wB97M-V/def2-TZVPD) on a structure of composition C2H8CsO2.

```
13
Properties=species:S:1:pos:R:3
Cs 0.075 2.881 -1.018
O 1.538 0.884 1.241
O -1.676 0.575 -1.573
C 1.369 -0.384 1.908
C -1.139 -0.737 -1.837
H 0.815 1.461 1.496
H 2.364 -0.757 2.126
H -1.905 -1.507 -1.827
H -0.680 -0.673 -2.818
H -0.356 -1.001 -1.118
H -2.078 0.620 -0.700
H 0.842 -1.092 1.271
H 0.831 -0.270 2.849
```

Relative energy (zero: lowest compared OMol25 entry of this formula, charge and spin): 1.043 eV
E: -251.38532 Ha
2S+1: 1
HOMO level: -14.324 eV
Kohn-Sham gap: 10.6 eV
LUMO energy: -3.728 eV
Total charge: +1

***

No. 4
ORCA calculation (wB97M-V/def2-TZVPD) on a cluster of 2 separate species, C4H12 in total.

```
16
Properties=species:S:1:pos:R:3
C -0.276 -2.890 1.331
C -0.320 2.351 -2.049
C -0.636 -1.782 2.287
C 1.103 2.283 -1.525
H -0.914 1.484 -1.702
H 1.171 2.598 -0.487
H -0.242 -2.462 0.301
H -1.692 -1.524 2.358
H 0.766 -3.228 1.584
H -0.202 2.125 -3.137
H -0.614 3.440 -2.104
H 1.808 2.871 -2.145
H -0.323 -2.097 3.456
H 1.418 1.236 -1.579
H -0.235 -0.667 1.998
H -0.810 -3.738 1.413
```

Relative energy (zero: lowest compared OMol25 entry of this formula, charge and spin): 1.312 eV
E: -159.53675 Ha
2S+1: 1
HOMO level: -11.376 eV
Kohn-Sham gap: 12.3 eV
SMILES: CC.CC
LUMO energy: 0.921 eV
Total charge: 0

***

No. 5
ORCA calculation (wB97M-V/def2-TZVPD) on the ion C36H67NO2PS with charge +1.

```
108
Properties=species:S:1:pos:R:3
S 2.788 -3.488 -4.938
P 1.510 -2.390 -3.963
O 2.069 -1.811 -2.414
O -0.011 -0.613 -2.489
N 3.220 3.263 0.091
C 4.311 4.298 -2.149
C -4.277 -5.892 1.524
C 2.444 6.316 -2.468
C -4.654 -2.072 -1.567
C -4.743 -4.411 0.992
C 0.194 -4.559 -0.402
C 1.028 -1.629 1.144
C -3.403 -6.763 0.436
C 3.311 5.128 -3.195
C 2.404 2.282 0.950
C -0.698 -7.148 -0.002
C -0.405 1.994 4.651
C -1.057 3.137 3.628
C 1.925 0.694 -1.311
C 3.430 3.076 -1.423
C -0.817 6.265 1.446
C -4.611 -3.733 -1.602
C -0.068 4.421 3.368
C -1.523 0.848 5.073
C 1.261 -0.591 -2.081
C -0.835 -0.575 5.586
C 5.190 0.125 -2.733
C 3.120 1.597 -3.831
C 0.809 -0.013 1.306
C 0.042 6.700 -1.148
C -0.054 7.293 0.405
C -0.555 -5.880 -1.030
C 1.406 5.805 -1.307
C 2.823 1.774 -2.219
C -5.562 -4.421 -0.436
C -0.470 -2.248 0.734
C 1.693 0.922 0.294
C 0.009 4.884 1.765
C 4.256 0.392 -4.061
C -1.922 -7.035 1.081
C -0.564 -3.878 0.882
H 1.153 4.948 1.516
H -2.185 0.576 4.138
H -0.046 2.545 5.643
H -6.527 -3.724 -0.361
H 3.640 2.576 -4.272
H -4.996 -4.075 -2.657
H -0.765 8.247 0.320
H 2.287 2.523 2.108
H 1.072 4.677 -1.504
H -1.561 -5.544 -1.544
H -3.775 -1.687 -2.268
H 5.009 0.730 -4.925
H 6.077 -0.604 -3.058
H -0.151 -4.192 1.931
H 0.974 7.688 0.808
H -0.364 5.315 4.070
H -3.483 -4.053 -1.489
H 1.316 -4.733 -0.101
H 3.637 4.102 0.584
H -1.720 -4.153 0.778
H -1.952 6.057 1.142
H -2.013 3.564 4.200
H 0.285 -0.657 5.223
H -0.115 7.522 -1.967
H -5.657 -1.637 -1.992
H 0.504 1.431 4.157
H 0.183 -3.736 -1.267
H -3.700 -5.720 2.544
H -2.230 1.207 5.938
H 4.639 5.108 -1.341
H -0.804 -1.834 -0.312
H -5.253 -6.498 1.804
H -0.882 5.953 -1.244
H 1.832 -1.931 0.325
H 4.563 -0.493 -1.938
H 0.143 -6.254 -1.924
H 1.802 6.918 -3.275
H -3.408 -6.194 -0.587
H 4.037 5.650 -3.974
H -0.489 4.028 1.119
H -1.674 -6.247 1.922
H -0.873 -0.673 6.763
H -3.942 -7.815 0.319
H -1.420 2.633 2.629
H -1.996 -8.084 1.647
H 3.158 7.119 -1.949
H 2.559 4.404 -3.760
H 1.143 0.272 2.415
H -5.509 -3.995 1.803
H -4.393 -1.639 -0.486
H 0.290 -3.191 -3.831
H 3.773 -0.636 -4.366
H -0.723 -8.149 -0.651
H -5.839 -5.530 -0.690
H -1.212 -1.774 1.539
H 2.150 1.319 -4.430
H 2.013 5.838 -0.281
H -0.349 0.239 1.258
H -3.879 -3.619 0.931
H 0.311 -7.199 0.615
H 1.289 -1.195 -4.786
H 5.245 3.847 -2.724
H -0.890 6.855 2.481
H 5.691 1.088 -2.285
H 1.357 -2.171 2.140
H 1.030 4.099 3.703
H -1.397 -1.507 5.137
```

E: -2355.68583 Ha
2S+1: 1
HOMO level: -11.184 eV
Kohn-Sham gap: 6.3 eV
LUMO energy: -4.916 eV
Total charge: +1

***

No. 6
ORCA calculation (wB97M-V/def2-TZVPD) on the molecule C4H9NO2.

```
16
Properties=species:S:1:pos:R:3
O 2.332 -1.108 -0.859
O 3.139 0.773 0.074
N 1.079 0.037 0.650
C -2.155 0.816 0.259
C 2.238 -0.028 -0.041
C -1.110 0.005 -0.515
C -0.106 -0.739 0.357
H 3.246 -1.065 -1.194
H -2.791 0.169 0.864
H 1.028 0.891 1.182
H -2.725 1.452 -0.420
H -0.548 -1.145 1.269
H -1.662 1.508 0.942
H 0.219 -1.614 -0.199
H -0.558 0.693 -1.155
H -1.627 -0.646 -1.216
```

Relative energy (zero: lowest compared OMol25 entry of this formula, charge and spin): 0.194 eV
E: -363.07839 Ha
2S+1: 1
HOMO level: -9.865 eV
Kohn-Sham gap: 10.7 eV
SMILES: CCCNC(=O)O
LUMO energy: 0.814 eV
Total charge: 0

***

No. 7
ORCA calculation (wB97M-V/def2-TZVPD) on a structure of composition C28H39BCl3N7S3SiZn.

```
83
Properties=species:S:1:pos:R:3
Zn -0.452 1.560 -0.004
Cl -2.004 4.350 -1.117
Cl -4.281 1.651 -1.620
Cl -1.724 1.916 -3.657
S 1.382 0.709 -1.497
S -0.545 -1.369 0.751
S -0.174 4.025 -0.197
Si -2.204 1.343 -1.735
N 2.613 1.580 0.775
N -2.399 -0.543 -2.095
N 1.700 -2.816 0.015
N -1.063 1.462 3.081
N 0.917 0.817 2.533
N 3.104 2.809 -0.966
N 2.128 -0.935 1.038
C 3.083 -2.676 0.086
C 3.436 2.606 1.202
C 3.335 -1.525 0.718
C -2.368 2.183 3.061
C 3.281 3.290 -2.379
C -3.190 1.754 4.271
C 4.094 2.236 -3.131
C 3.744 3.363 0.137
C 0.749 0.514 3.869
C 2.407 1.720 -0.556
C -4.721 -3.055 -2.438
C -3.774 -2.639 -1.497
C 1.666 -4.038 -2.103
C -0.485 0.920 4.221
C -0.382 -4.069 -0.716
C -2.972 -1.501 -1.826
C -3.662 -3.268 -0.257
C -5.555 -4.113 -2.134
C -3.125 1.837 1.781
C -2.097 3.684 3.121
C -5.450 -4.741 -0.899
C -0.204 1.388 2.040
C 1.118 -1.729 0.614
C 4.050 4.610 -2.357
C 1.934 3.540 -3.058
C -4.508 -4.324 0.032
C 1.623 -5.259 0.110
C 1.140 -4.028 -0.662
B 2.193 0.442 1.768
H 1.295 4.157 -2.425
H -3.344 0.671 4.289
H -2.753 2.420 0.938
H -2.902 -2.945 0.442
H -0.982 0.862 5.172
H 3.556 1.288 -3.160
H -6.109 -5.567 -0.661
H 1.266 -5.221 1.140
H 2.747 -4.161 -2.147
H 5.059 2.080 -2.644
H -4.165 2.237 4.213
H -1.489 3.996 2.269
H 1.211 -4.866 -2.649
H -4.788 -2.545 -3.391
H -0.824 -4.076 0.278
H 2.710 -5.335 0.125
H -1.564 3.937 4.042
H 2.122 4.065 -3.997
H 4.273 -1.052 0.955
H 4.268 2.569 -4.156
H 1.406 -3.103 -2.602
H -3.034 0.771 1.548
H -0.657 -4.991 -1.234
H 1.523 0.044 4.452
H 5.064 4.493 -1.972
H 3.765 -3.400 -0.320
H -6.290 -4.445 -2.854
H -3.040 4.237 3.100
H 1.229 -6.161 -0.362
H 3.521 5.366 -1.772
H 3.093 0.351 2.571
H -4.182 2.082 1.896
H 1.408 2.615 -3.276
H -4.432 -4.824 0.988
H -0.787 -3.220 -1.263
H 4.126 4.970 -3.382
H 3.728 2.704 2.233
H -2.725 2.062 5.209
H 4.340 4.252 0.085
```

Relative energy (zero: lowest compared OMol25 entry of this formula, charge and spin): 0.000 eV
E: -6142.75988 Ha
2S+1: 1
HOMO level: -7.099 eV
Kohn-Sham gap: 6.3 eV
LUMO energy: -0.822 eV
Total charge: 0

***

No. 8
ORCA calculation (wB97M-V/def2-TZVPD) on a structure of composition C19H13CoF6N5O8S2Se.

```
55
Properties=species:S:1:pos:R:3
Se 1.375 2.258 -1.775
Co 0.338 0.439 -0.096
S 1.345 0.096 3.077
S 3.544 0.691 1.373
F 0.915 -1.823 4.854
F 0.259 -2.321 2.864
F 2.325 2.925 2.112
F 4.447 2.845 2.480
F 3.714 3.193 0.473
F 2.355 -2.373 3.351
O 1.142 2.341 -0.106
O 2.818 0.279 0.202
O 0.490 3.384 -2.536
O 0.967 0.795 4.268
O 0.620 0.743 -1.985
O 4.939 0.377 1.435
O 2.921 2.243 -2.236
O 0.391 0.194 1.976
N 1.105 -1.895 -0.101
N -1.262 -0.819 -0.480
N -1.510 1.710 0.213
N -1.181 -2.003 -0.799
N 2.853 0.232 2.742
C -1.480 3.068 0.567
C -3.711 -0.997 -0.794
C -1.083 3.395 1.861
C 0.201 -3.911 -1.014
C -1.787 4.065 -0.351
C 1.220 -1.713 3.565
C -5.046 0.987 -0.412
C -1.713 5.393 0.037
C 2.436 -3.876 -0.220
C -4.941 -0.375 -0.751
C 1.399 -4.571 -0.803
C 2.248 -2.535 0.101
C 0.099 -2.587 -0.632
C -1.356 5.727 1.335
C -3.933 1.721 -0.113
C 3.484 2.546 1.591
C -2.560 -0.271 -0.507
C -2.645 1.112 -0.142
C -1.041 4.724 2.246
H -3.617 -2.045 -1.040
H -0.739 4.975 3.255
H -0.661 -4.390 -1.460
H -6.020 1.457 -0.377
H 3.055 -1.959 0.531
H 3.387 -4.347 -0.014
H -1.300 6.767 1.634
H -5.835 -0.945 -0.968
H -4.009 2.762 0.167
H -1.917 6.171 -0.688
H -0.803 2.600 2.541
H -2.003 3.793 -1.377
H 1.518 -5.609 -1.086
```

Relative energy (zero: lowest compared OMol25 entry of this formula, charge and spin): 0.000 eV
E: -6787.28855 Ha
2S+1: 5
HOMO level (spin up / spin down): -5.707 / -5.824 eV
Kohn-Sham gap (spin up / spin down): 6.5 / 5.6 eV
LUMO energy (spin up / spin down): 0.745 / -0.209 eV
Total charge: -1